Record 1
# C2H15N2O4

A cluster of 5 separate species, C2H15N2O4 in total at a distorted geometry (ωB97M-V/def2-TZVPD, the Open Molecules 2025 dataset).

Output
Relative energy (zero: lowest compared OMol25 entry of this formula, charge and spin): 25.9 kcal per mole
Total charge: +1
F_max: 0.0290 hartree/bohr
Frontier orbital gap: 9.1 eV
Spin multiplicity: 1

Atoms and positions in Å:
C (0.802, -0.718, 1.160)
C (1.501, -0.246, 0.111)
N (2.574, 0.571, 0.097)
N (-0.227, -1.712, 0.960)
H (1.021, -0.523, 2.202)
H (1.262, -0.505, -0.939)
H (3.223, 0.492, -0.664)
H (2.906, 0.968, 0.991)
H (-0.384, -1.946, -0.038)
H (-1.134, -1.417, 1.338)
H (0.003, -2.606, 1.402)
H (2.685, 2.515, 2.587)
H (3.282, 1.361, 3.435)
O (2.852, 1.548, 2.597)
H (-2.055, 1.245, -3.066)
H (-2.258, 0.717, -1.663)
O (-2.122, 0.402, -2.596)
H (-3.932, 2.023, -1.054)
H (-3.371, 1.425, 0.339)
O (-3.173, 1.685, -0.567)
H (-0.978, -2.509, -2.441)
H (-1.544, -1.049, -2.312)
O (-0.936, -1.719, -1.879)

These are the Löwdin partial charges, in e, on atoms 1 to 4:
1. C -0.13
2. C -0.18
3. N 0.08
4. N 0.15

---

Record 2
# C2H15N2O5

A cluster of 5 separate species, C2H15N2O5 in total at a distorted geometry (ωB97M-V/def2-TZVPD, the Open Molecules 2025 dataset).

Output
Total charge: +2
F_max: 0.0667 hartree/bohr
Frontier orbital gap (alpha / beta): 9.7 / 4.5 eV
Spin multiplicity: 2

Atoms and positions in Å:
N (-0.572, 0.173, 0.574)
C (-1.055, 0.211, -0.834)
C (-0.277, -0.818, -1.703)
N (-0.929, -1.186, -2.942)
O (0.876, -1.047, -1.543)
H (-1.134, 0.861, 1.125)
H (-0.704, -0.764, 1.048)
H (0.443, 0.303, 0.822)
H (-1.153, 1.220, -1.212)
H (-2.110, -0.099, -0.830)
H (-1.935, -1.172, -3.140)
H (-0.324, -1.437, -3.737)
H (2.925, 0.462, -1.549)
H (3.202, 1.500, -0.708)
O (2.392, 1.018, -0.951)
H (-0.196, -2.268, 3.181)
H (0.882, -1.666, 2.132)
O (-0.069, -1.750, 2.374)
H (2.175, -0.757, 0.330)
H (2.634, 0.014, 1.576)
O (1.913, -0.520, 1.230)
H (-2.620, 2.802, 0.867)
H (-2.351, 2.537, 2.390)
O (-2.015, 2.383, 1.499)

These are the Löwdin partial charges, in e, on atoms 1 to 4:
1. N 0.16
2. C -0.03
3. C -0.31
4. N 0.48

---

Record 3
# C2H15NO4

A cluster of 5 separate species, C2H15NO4 in total at a distorted geometry (ωB97M-V/def2-TZVPD, the Open Molecules 2025 dataset).

Output
Structure (SMILES): CCN.O.O.O.O
Relative energy (zero: lowest compared OMol25 entry of this formula, charge and spin): 67.3 kcal per mole
F_max: 0.1301 hartree/bohr
Frontier orbital gap: 10.8 eV
Spin multiplicity: 1

Atoms and positions in Å:
C (-2.776, 0.487, -2.945)
C (-1.331, 0.998, -2.410)
N (-1.473, 2.128, -1.404)
H (-3.327, 0.385, -1.991)
H (-2.819, -0.620, -3.189)
H (-3.391, 1.349, -3.532)
H (-0.563, 1.101, -3.412)
H (-0.942, 0.108, -1.910)
H (-1.956, 2.971, -2.007)
H (-0.641, 2.503, -1.151)
H (-3.569, 2.070, 0.726)
H (-2.425, 2.836, 0.813)
O (-3.221, 2.752, 1.279)
H (5.579, -1.756, 1.022)
H (6.058, -2.738, 2.139)
O (6.277, -2.485, 1.214)
H (4.457, -2.640, 4.348)
H (4.338, -4.128, 4.158)
O (4.221, -3.298, 3.739)
H (-0.371, -0.054, 1.706)
H (-1.289, -1.099, 1.020)
O (-0.835, -0.870, 1.784)

These are the Löwdin partial charges, in e, on atoms 1 to 4:
1. C -0.14
2. C -0.34
3. N -0.03
4. H 0.03

---

Record 4
# C2H15NO4

A cluster of 5 separate species, C2H15NO4 in total at a distorted geometry (ωB97M-V/def2-TZVPD, the Open Molecules 2025 dataset).

Output
Structure (SMILES): CNC.O.O.O.O
Relative energy (zero: lowest compared OMol25 entry of this formula, charge and spin): 34.7 kcal per mole
F_max: 0.0550 hartree/bohr
Frontier orbital gap: 9.6 eV
Spin multiplicity: 1

Atoms and positions in Å:
C (-1.765, 0.947, 0.447)
N (-0.611, 1.349, 1.329)
C (0.547, 1.814, 0.534)
H (-2.336, 1.826, 0.113)
H (-2.309, 0.408, 1.242)
H (-1.401, 0.204, -0.259)
H (-0.993, 2.198, 1.743)
H (0.175, 2.385, -0.322)
H (1.238, 2.453, 1.111)
H (1.148, 0.988, 0.148)
H (1.026, -1.965, 4.012)
H (0.725, -0.858, 2.975)
O (1.202, -1.062, 3.776)
H (0.183, -3.260, 0.516)
H (0.223, -2.267, -0.786)
O (-0.165, -2.512, 0.060)
H (-0.433, 1.500, -2.317)
H (-0.647, 1.829, -3.793)
O (-0.178, 1.214, -3.194)
H (1.394, -1.607, -3.024)
H (0.185, -0.699, -2.695)
O (0.861, -1.276, -2.316)

These are the Löwdin partial charges, in e, on atoms 1 to 4:
1. C -0.12
2. N -0.18
3. C -0.15
4. H 0.08

---

Record 5
# C2H15NO4

A cluster of 5 separate species, C2H15NO4 in total at a distorted geometry (ωB97M-V/def2-TZVPD, the Open Molecules 2025 dataset).

Output
Structure (SMILES): CNC.O.O.O.O
Relative energy (zero: lowest compared OMol25 entry of this formula, charge and spin): 47.1 kcal per mole
F_max: 0.0593 hartree/bohr
Frontier orbital gap: 9.9 eV
Spin multiplicity: 1

Atoms and positions in Å:
C (0.195, 0.626, 1.789)
N (1.141, 1.412, 0.969)
C (2.476, 0.990, 0.545)
H (0.115, -0.394, 1.340)
H (0.623, 0.478, 2.784)
H (-0.817, 1.047, 1.929)
H (1.241, 2.320, 1.407)
H (3.342, 1.366, 1.337)
H (2.507, 1.432, -0.443)
H (2.637, -0.078, 0.559)
H (0.060, 0.867, -0.635)
H (-0.969, 1.849, -1.084)
O (-0.590, 0.983, -1.361)
H (-3.019, -4.379, -0.827)
H (-3.266, -3.883, 0.618)
O (-3.382, -3.650, -0.321)
H (-3.003, 0.080, -0.071)
H (-4.390, -0.275, -0.322)
O (-3.783, -0.271, 0.422)
H (3.394, 0.062, -2.309)
H (2.292, -0.101, -3.240)
O (3.195, -0.480, -3.085)

These are the Löwdin partial charges, in e, on atoms 1 to 4:
1. C -0.13
2. N -0.23
3. C -0.13
4. H 0.09

---

Record 6
# C2H15NO5

A cluster of 5 separate species, C2H15NO5 in total (ωB97M-V/def2-TZVPD, the Open Molecules 2025 dataset).

Output
Structure (SMILES): NCCO.O.O.O.O
Relative energy (zero: lowest compared OMol25 entry of this formula, charge and spin): 18.5 kcal per mole
F_max: 0.0158 hartree/bohr
Frontier orbital gap: 9.9 eV
Spin multiplicity: 1

Atoms and positions in Å:
C (1.675, -2.139, 0.632)
O (1.187, -1.964, 1.955)
C (0.583, -1.873, -0.403)
N (0.057, -0.508, -0.399)
H (2.562, -1.505, 0.491)
H (1.989, -3.174, 0.558)
H (0.721, -1.120, 2.018)
H (0.970, -2.042, -1.408)
H (-0.192, -2.585, -0.128)
H (-0.641, -0.334, 0.316)
H (0.797, 0.171, -0.231)
H (-1.523, 1.108, -3.110)
H (-1.181, -0.210, -2.575)
O (-1.926, 0.238, -2.991)
H (2.750, 2.595, 0.338)
H (2.923, 1.134, 0.592)
O (2.337, 1.746, 0.125)
H (-1.548, 2.660, 1.735)
H (-0.461, 3.585, 1.339)
O (-1.039, 3.405, 2.093)
H (-3.347, 0.604, -1.007)
H (-3.510, -0.341, 0.122)
O (-3.183, 0.547, -0.064)

These are the Löwdin partial charges, in e, on atoms 1 to 4:
1. C -0.27
2. O -0.07
3. C -0.25
4. N 0.01

---

Record 7
# C2H15NO5

A cluster of 5 separate species, C2H15NO5 in total at a distorted geometry (ωB97M-V/def2-TZVPD, the Open Molecules 2025 dataset).

Output
Structure (SMILES): CNCO.O.O.O.O
Relative energy (zero: lowest compared OMol25 entry of this formula, charge and spin): 45.4 kcal per mole
F_max: 0.0448 hartree/bohr
Frontier orbital gap: 9.9 eV
Spin multiplicity: 1

Atoms and positions in Å:
C (-2.954, 0.947, 1.846)
N (-3.272, 0.713, 0.416)
C (-2.135, 1.103, -0.419)
O (-1.036, 0.253, -0.181)
H (-2.557, 1.951, 1.993)
H (-2.228, 0.241, 2.250)
H (-3.808, 0.894, 2.531)
H (-4.128, 1.101, 0.053)
H (-2.548, 1.125, -1.451)
H (-1.711, 2.058, -0.090)
H (-1.374, -0.640, -0.034)
H (-2.423, -3.973, 2.812)
H (-1.109, -4.878, 2.841)
O (-2.042, -4.832, 2.618)
H (4.055, -0.460, -3.426)
H (5.359, 0.223, -4.388)
O (4.505, -0.181, -4.234)
H (2.033, 2.115, 0.217)
H (3.326, 3.137, 0.584)
O (2.620, 2.537, 0.845)
H (3.081, 0.242, -0.067)
H (2.059, -0.148, -1.249)
O (2.879, -0.353, -0.792)

These are the Löwdin partial charges, in e, on atoms 1 to 4:
1. C -0.12
2. N -0.11
3. C -0.33
4. O -0.07

---

Record 8
# C2H16NO4

A cluster of 6 separate species, C2H16NO4 in total at a distorted geometry (ωB97M-V/def2-TZVPD, the Open Molecules 2025 dataset).

Output
Relative energy (zero: lowest compared OMol25 entry of this formula, charge and spin): 257.9 kcal per mole
Total charge: +1
F_max: 0.1318 hartree/bohr
Frontier orbital gap: 3.7 eV
Spin multiplicity: 1

Atoms and positions in Å:
C (-1.516, -1.228, 0.140)
C (-0.031, -1.702, 0.128)
N (0.923, -0.815, 0.993)
H (-2.268, -2.087, 0.128)
H (-1.844, -0.585, -0.718)
H (-1.733, -0.581, 0.973)
H (0.387, -1.766, -0.869)
H (0.013, -2.631, 0.550)
H (0.785, 0.194, 0.665)
H (0.666, -0.935, 1.922)
H (0.711, 0.229, -2.090)
H (-1.503, 3.139, 0.281)
H (0.506, 2.075, 0.120)
O (-1.040, 2.268, 0.296)
H (0.015, 0.289, -2.366)
H (1.797, 2.736, -0.358)
O (1.353, 1.879, -0.376)
H (1.037, -2.295, -4.223)
H (1.132, -3.151, -3.026)
O (0.596, -2.331, -3.311)
H (-0.826, 1.717, 1.945)
H (-0.273, 2.052, 3.329)
O (-0.381, 1.296, 2.789)

These are the Löwdin partial charges, in e, on atoms 1 to 4:
1. C -0.03
2. C -0.15
3. N 0.30
4. H 0.12

---

Record 9
# C2H16NO5

A cluster of 5 separate species, C2H16NO5 in total at a distorted geometry (ωB97M-V/def2-TZVPD, the Open Molecules 2025 dataset).

Output
Relative energy (zero: lowest compared OMol25 entry of this formula, charge and spin): 41.8 kcal per mole
Total charge: +1
F_max: 0.1165 hartree/bohr
Frontier orbital gap: 11.1 eV
Spin multiplicity: 1

Atoms and positions in Å:
C (2.008, 0.918, 1.513)
O (1.960, 2.262, 1.429)
C (0.693, 0.288, 0.760)
N (-0.648, 0.945, 1.117)
H (2.225, 0.607, 2.509)
H (2.824, 0.406, 0.910)
H (1.837, 2.637, 0.486)
H (0.836, 0.369, -0.324)
H (0.659, -0.849, 0.887)
H (-1.259, 0.768, 0.269)
H (-0.488, 2.038, 1.247)
H (-0.971, 0.659, 1.967)
H (-2.994, -0.816, 1.282)
H (-2.845, -1.778, 2.346)
O (-2.434, -0.900, 2.050)
H (-0.815, -0.376, -2.047)
H (-1.892, -1.190, -1.434)
O (-1.306, -0.394, -1.265)
H (3.603, -0.394, -3.071)
H (3.448, 1.253, -3.146)
O (3.237, 0.375, -2.776)
H (-3.391, -3.171, -1.496)
H (-2.935, -2.868, -2.700)
O (-2.648, -2.736, -1.831)

These are the Löwdin partial charges, in e, on atoms 1 to 4:
1. C -0.26
2. O -0.06
3. C -0.10
4. N 0.16

---

Record 10
# C2H16NO6

A cluster of 6 separate species, C2H16NO6 in total at a distorted geometry (ωB97M-V/def2-TZVPD, the Open Molecules 2025 dataset).

Output
Relative energy (zero: lowest compared OMol25 entry of this formula, charge and spin): 11.8 kcal per mole
Total charge: -1
F_max: 0.1961 hartree/bohr
Frontier orbital gap: 8.6 eV
Spin multiplicity: 1

Atoms and positions in Å:
C (2.161, -1.278, 0.718)
O (2.200, -0.819, -0.572)
C (0.682, -1.544, 0.968)
N (-0.321, -1.027, 0.117)
H (3.073, -2.089, 0.830)
H (2.546, -0.579, 1.506)
H (0.331, -2.706, 1.070)
H (0.647, -1.183, 2.048)
H (-0.729, -0.292, 0.519)
H (0.072, -0.760, -0.789)
H (-1.255, 1.026, -2.565)
H (0.169, 1.396, -1.788)
O (-0.476, 1.533, -2.587)
H (-1.889, -2.958, 0.081)
H (-3.294, -2.597, 0.274)
O (-2.651, -3.259, 0.534)
H (1.828, 0.265, -0.544)
H (1.712, 2.004, -0.679)
O (1.137, 1.399, -0.597)
H (-0.581, 2.639, 1.652)
H (0.827, 2.078, 0.881)
O (0.350, 2.224, 1.851)
H (-1.610, 2.726, -1.135)
H (-2.463, 1.426, -0.896)
O (-2.463, 2.375, -0.896)

These are the Löwdin partial charges, in e, on atoms 1 to 4:
1. C -0.37
2. O -0.22
3. C -0.30
4. N 0.01